The following is a quantum chemistry calculation of a cluster of 2 separate species, C3H8N3S in total, from the Open Molecules 2025 dataset.

Computed properties:
**Total energy**: -681.1421 Ha
**Charge**: +1
**Relative energy (zero: lowest compared OMol25 entry of this formula, charge and spin)**: 4.6854 eV
**Highest occupied orbital energy (alpha / beta)**: -12.71 / -12.71 eV

Last column: Löwdin charge in e.
Atoms and positions in Å:
C1 -0.5869 1.4989 -0.3347  -0.137
C2 -0.6861 1.2134 2.1398  0.187
C3 -0.1903 -1.6306 -1.9001  -0.062
N1 -0.7394 1.3040 0.9888  0.106
N2 -0.4766 0.4656 -1.1043  -0.049
N3 -0.2536 -0.7057 -0.7905  0.003
S1 1.8122 -0.0617 2.9266  0.569
H1 -0.9455 2.4469 -0.6315  0.131
H2 -0.4651 1.1695 3.2046  0.084
H3 -0.0403 -1.1000 -2.8076  0.066
H4 0.6600 -2.4223 -1.6509  0.141
H5 -1.0288 -2.2798 -1.8268  0.074
H6 -0.6206 0.6676 -2.1978  0.242
H7 1.2949 -1.0770 2.1403  -0.145
H8 2.2663 0.5111 1.8439  -0.211

Cartesian forces (eV/Å) of the 2 atoms listed first:
C -1.0 2.1 2.1
C -0.2 0.1 -0.9

***

The following is a quantum chemistry calculation of a cluster of 11 separate species, H22NO13S in total, from the Open Molecules 2025 dataset.

Computed properties:
**Total energy**: -1444.2043 Ha
**Charge**: -1
**Relative energy (zero: lowest compared OMol25 entry of this formula, charge and spin)**: 1.9981 eV
**Highest occupied orbital energy**: -3.10 eV

Last column: Löwdin charge in e.
Atoms and positions in Å:
N1 6.0790 15.9190 47.8420  0.384
H1 5.3860 16.4540 47.4220  0.070
H2 5.6880 15.2890 48.3210  -0.001
H3 6.7160 16.6070 48.3040  0.154
H4 6.5800 15.4050 47.0870  0.124
S1 6.4280 12.3440 49.7000  0.082
O1 5.7150 13.4470 50.2350  -0.401
O2 5.6030 11.1910 49.6150  -0.382
O3 6.8290 12.6130 48.3560  -0.396
O4 7.5210 12.1100 50.6360  -0.400
O5 4.0600 18.5110 48.9980  -0.170
H5 4.0860 19.1460 49.8370  0.113
H6 3.7120 17.5690 49.2230  0.000
O6 5.5750 16.9620 45.0280  -0.023
H7 4.9130 17.6150 45.2090  -0.008
H8 5.2910 16.6170 44.2120  0.042
O7 6.3290 15.6910 51.2580  -0.149
H9 6.1210 15.4820 52.1710  0.008
H10 5.8680 14.9510 50.7360  -0.026
O8 3.6930 18.6800 46.1190  0.055
H11 2.7990 18.4840 46.1210  0.033
H12 3.9330 18.7590 46.9450  -0.082
O9 5.8650 13.2030 46.0370  -0.097
H13 6.3340 12.9990 46.8640  -0.042
H14 5.0340 13.6060 46.3750  0.028
O10 8.0040 18.1970 46.9790  -0.028
H15 7.8080 18.6180 47.8420  0.064
H16 7.5960 18.6820 46.3030  0.002
O11 3.1870 16.0720 49.0230  -0.080
H17 2.4110 16.1050 48.3360  0.129
H18 2.7200 15.6930 49.8270  0.117
O12 8.0660 15.6240 44.9420  0.005
H19 7.2430 16.0730 44.9850  -0.045
H20 8.6710 16.2300 44.6620  -0.019
O13 8.7880 14.5450 48.3760  0.008
H21 8.2690 13.9210 48.2090  -0.155
H22 9.1410 14.5660 49.3050  0.088

Cartesian forces (eV/Å) of the 2 atoms listed first:
N 5.9 5.5 -5.0
H -1.6 1.2 -1.2

***

The following is a quantum chemistry calculation of a structure of composition C18H32BN2O2P2W, from the Open Molecules 2025 dataset.

Computed properties:
**Total energy**: -1739.3309 Ha
**Charge**: +1
**Expectation value of S²**: 2.314
**Multiplicity**: 3
**Highest occupied orbital energy (alpha / beta)**: -10.29 / -9.89 eV

Last column: Löwdin spin population.
Atoms and positions in Å:
C1 2.9820 -0.2325 -3.1264  0.132
C2 2.1878 0.1440 -2.0007  -0.002
N1 1.2616 -0.7527 -1.4010  0.106
C3 1.1701 -1.9761 -1.9959  -0.010
C4 1.9421 -2.3969 -3.0560  0.142
C5 2.8962 -1.5249 -3.6276  -0.032
C6 2.5562 1.2221 -1.1711  0.414
P1 1.7173 1.5670 0.4067  0.106
W1 0.0182 -0.1374 0.3713  0.755
P2 -1.3448 -1.8695 -0.7603  0.054
C7 0.1014 -2.8685 -1.4075  -0.002
C8 -1.3908 0.9268 1.6730  0.025
C9 -0.9802 1.2824 2.9686  0.033
C10 -1.8904 1.8810 3.8481  -0.002
C11 -3.2201 2.0868 3.4515  0.024
C12 -3.6391 1.7007 2.1774  -0.003
C13 -2.7325 1.1302 1.2739  0.026
O1 0.5471 3.4015 -3.1977  0.004
O2 -1.5156 2.1993 -1.6417  0.018
H1 3.5617 0.5872 -3.6014  0.004
H2 1.7909 -3.4594 -3.3602  0.007
H3 3.4364 -1.8215 -4.5041  -0.005
C14 3.1988 1.3335 1.3761  0.045
C15 1.1431 3.2579 0.6371  0.021
H4 -0.3375 -3.5222 -2.1856  -0.001
H5 0.4566 -3.4860 -0.5570  -0.003
H6 1.4245 3.0773 -2.8716  0.003
H7 3.0991 2.0818 -1.7050  0.013
C16 -2.2898 -2.8330 0.4414  0.025
C17 -2.4122 -1.6468 -2.2269  0.000
H8 0.0672 1.0732 3.2551  0.006
H9 -1.5598 2.1654 4.8548  -0.001
H10 -3.9414 2.5407 4.1411  0.001
H11 -4.6811 1.8286 1.8485  -0.001
H12 -3.0367 0.7493 0.2880  0.002
H13 -0.9013 1.2531 -0.7431  0.022
H14 -2.0269 2.9307 -1.1288  0.000
H15 -0.8425 2.6927 -2.0719  0.000
H16 0.5192 2.9478 -4.0638  0.000
H17 -1.0558 0.1873 -0.9762  -0.001
H18 3.9399 2.1076 1.1805  0.002
H19 2.9570 1.3773 2.4244  0.004
H20 3.6678 0.3629 1.2105  0.003
H21 1.9443 3.9537 0.3622  0.001
H22 0.2592 3.4876 0.0278  0.000
H23 0.9098 3.3308 1.7089  0.002
H24 -2.7029 -2.6344 -2.6179  0.000
H25 -3.3114 -1.0868 -1.9317  0.000
H26 -1.8960 -1.0686 -3.0092  0.000
H27 -2.7913 -3.6412 -0.1170  0.004
H28 -1.5925 -3.1961 1.2168  0.000
H29 -3.0398 -2.1468 0.8752  0.001
B1 0.9632 -3.4388 3.4957  0.006
C18 0.7785 -2.3741 2.4885  0.022
N2 0.5610 -1.5347 1.6807  0.021
H30 1.9033 -3.1676 4.1823  0.005
H31 1.1680 -4.5021 2.9785  0.007
H32 0.0027 -3.5492 4.2127  -0.006

Cartesian forces (eV/Å) of the 2 atoms listed first:
C -0.6 0.4 -0.4
C 0.5 -1.0 2.2

***

The following is a quantum chemistry calculation of an isolated molecule of C2H4, from the Open Molecules 2025 dataset.

Computed properties:
**Total energy**: -78.5529 Ha
**Structure (SMILES)**: C=C
**Charge**: 0
**Relative energy (zero: lowest compared OMol25 entry of this formula, charge and spin)**: 0.3660 eV
**Highest occupied orbital energy**: -10.13 eV

Last column: Löwdin charge in e.
Atoms and positions in Å:
C1 0.7164 -0.0086 -0.0968  -0.082
C2 -0.6260 -0.0433 -0.0642  -0.095
H1 1.0257 0.9959 -0.0010  0.019
H2 1.4052 -0.8678 0.1349  0.071
H3 -1.2780 0.8518 0.0757  0.058
H4 -1.2432 -0.9279 -0.0485  0.030

Cartesian forces (eV/Å) of the 2 atoms listed first:
C -1.5 -0.8 1.3
C -0.2 0.0 0.3